Record 1
ORCA calculation (ωB97M-V with the def2-TZVPD basis set) on a cluster of 2 separate species, C9H13NO2 in total.

```
25
C9H13NO2 (ωB97M-V with the def2-TZVPD basis set)
C 2.6178 -1.3800 -0.2178
C 1.1086 -1.3822 -0.1624
C 0.2945 -1.6808 -1.2756
C -0.9369 -2.2272 -1.0668
C -1.4905 -2.2058 0.2119
O -2.7031 -2.8617 0.3128
C -0.8138 -1.7500 1.3073
C 0.5307 -1.3276 1.1261
H 2.9282 -1.2795 -1.2627
H 2.7879 -2.3953 0.1695
H 3.1061 -0.6393 0.4105
H 0.6286 -1.5387 -2.3024
H -1.6470 -2.4879 -1.8405
H -3.2632 -2.5397 1.0449
H -1.2671 -1.5458 2.2709
H 1.1305 -0.9016 1.9239
C 0.7112 3.3601 -0.1199
C -0.7017 3.4434 0.3362
N -1.5551 2.4572 -0.1373
O -1.0443 4.2409 1.1824
H 1.2214 2.4307 0.1472
H 1.2329 4.2697 0.1857
H 0.9107 3.3663 -1.2115
H -2.5347 2.6399 -0.0793
H -1.2514 1.9350 -0.9531
```

Results
HOMO level: -8.44 eV
SMILES: Cc1ccc(O)cc1.CC(N)=O
relative energy (zero: lowest compared OMol25 entry of this formula, charge and spin): 0.8934 eV
total charge: 0
spin multiplicity: 1

=====

Record 2
ORCA calculation (ωB97M-V with the def2-TZVPD basis set) on the molecule C23H30N4O3S2.

```
62
C23H30N4O3S2 (ωB97M-V with the def2-TZVPD basis set)
C 0.7243 3.1654 5.3874
C -0.6761 3.4285 4.8466
C -0.6475 4.2182 3.5351
C -2.0493 4.5465 3.0302
N 0.0902 3.4797 2.5136
C -0.3221 2.2490 2.0531
O -1.3162 1.6600 2.4366
C 0.6147 1.7312 1.0511
C 0.4431 0.4694 0.5882
C 1.1909 -0.2893 -0.3578
C 1.0224 -1.6923 -0.4695
N 0.3152 -2.3916 0.4357
C -0.2172 -3.7029 0.1609
C -1.6849 -3.6346 -0.2748
C -1.8664 -2.8605 -1.5885
O -1.5238 -1.4936 -1.4724
C -2.5650 -0.5263 -1.4720
C -3.5267 -0.6651 -0.2914
C -3.3246 -0.4835 -2.8008
N 1.6243 -2.4084 -1.4274
C 2.4242 -1.8218 -2.2816
C 3.0568 -2.6084 -3.2934
C 2.7421 -4.0667 -3.3290
C 3.9112 -2.0073 -4.1711
C 4.1661 -0.6223 -4.0845
C 3.5473 0.1062 -3.1243
N 2.6934 -0.4749 -2.2386
C 2.0448 0.3754 -1.2814
O 2.2475 1.5774 -1.3644
S 1.8899 2.8785 0.7522
C 1.2449 3.9596 1.9708
S 1.9638 5.3749 2.3689
H 1.2913 2.5316 4.7081
H 0.6692 2.6642 6.3507
H 1.2673 4.0998 5.5130
H -1.1985 2.4850 4.6838
H -1.2448 4.0111 5.5731
H -0.0861 5.1471 3.6879
H -2.5656 5.1606 3.7627
H -2.6159 3.6329 2.8718
H -1.9927 5.0962 2.0930
H -0.4323 -0.0076 1.0181
H -0.2056 -1.8520 1.1112
H 0.3945 -4.1398 -0.6286
H -0.1316 -4.3106 1.0674
H -2.2735 -3.1599 0.5125
H -2.0585 -4.6499 -0.4171
H -2.8945 -2.9834 -1.9410
H -1.1931 -3.2850 -2.3431
H -2.0049 0.4105 -1.3607
H -4.0733 -1.6050 -0.3389
H -4.2437 0.1506 -0.3157
H -2.9865 -0.6117 0.6508
H -3.9900 -1.3376 -2.9086
H -3.9228 0.4219 -2.8477
H -2.6200 -0.4813 -3.6290
H 2.9831 -4.5188 -2.3693
H 3.2994 -4.5647 -4.1172
H 1.6759 -4.2093 -3.4938
H 4.3981 -2.5896 -4.9387
H 4.8426 -0.1461 -4.7740
H 3.6750 1.1703 -2.9884
```

Results
HOMO level: -7.42 eV
SMILES: CC[C@H](C)N1C(=O)/C(=C/c2c(NCCCOC(C)C)nc3c(C)cccn3c2=O)SC1=S
relative energy (zero: lowest compared OMol25 entry of this formula, charge and spin): 0.3482 eV
total charge: 0
spin multiplicity: 1

=====

Record 3
ORCA calculation (ωB97M-V with the def2-TZVPD basis set) on a structure of composition C6H24O9Sr.

```
40
C6H24O9Sr (ωB97M-V with the def2-TZVPD basis set)
Sr 0.1730 0.3783 0.3004
O 2.6185 0.2856 -0.5928
H 3.2782 -0.3957 -0.7226
H 2.9089 1.0096 -1.1475
O -0.8482 1.0296 2.5147
H -1.1706 1.8723 2.8344
H -0.9258 0.4421 3.2665
O 1.0449 2.6375 0.7148
H 1.0555 3.0331 1.5863
H 1.7050 3.1250 0.2219
C 0.4748 0.6927 -3.0993
C -0.7224 -0.2335 -2.8577
O -0.3477 -1.1373 -1.8356
O 0.5397 1.6472 -2.0981
H 0.3807 1.2196 -4.0488
H 1.4241 0.1581 -3.1349
H -0.9642 -0.9278 -3.6624
H -1.6324 0.3057 -2.5945
H -0.1873 -1.9607 -2.3024
H 1.0599 2.3722 -2.4521
C -3.2003 0.7805 -0.0941
C -3.0451 -0.7536 -0.0401
O -1.8521 -1.2076 0.5684
O -1.9605 1.4983 -0.4051
H -3.6596 1.2500 0.7757
H -3.9335 0.9753 -0.8767
H -3.0345 -1.0820 -1.0794
H -3.9008 -1.2542 0.4129
H -1.7504 -2.1477 0.4024
H -2.2191 2.3584 -0.7440
C 1.2207 -2.2191 1.9857
C 2.4265 -1.3665 2.4766
O 2.0116 -0.0685 2.2596
O 0.9295 -2.0794 0.5884
H 0.4126 -2.0535 2.6982
H 1.4596 -3.2798 2.0638
H 3.3286 -1.5207 1.8846
H 2.7139 -1.4673 3.5232
H 2.6011 0.5404 2.7105
H 1.5869 -2.4564 -0.0010
```

Results
HOMO level: -16.64 eV
relative energy (zero: lowest compared OMol25 entry of this formula, charge and spin): 0.1317 eV
total charge: +2
spin multiplicity: 1

=====

Record 4
ORCA calculation (ωB97M-V with the def2-TZVPD basis set) on a structure of composition C43H59AsMoN6SSe3Si2Te2.

```
118
C43H59AsMoN6SSe3Si2Te2 (ωB97M-V with the def2-TZVPD basis set)
Mo 0.7895 2.3577 0.5877
C 3.5422 -3.6050 -1.2145
C 3.3048 -2.1342 -1.0152
C 3.1678 -1.2640 -2.0920
C 2.9521 0.0899 -1.9113
C 2.9168 0.6657 -0.6366
N 2.6688 2.0281 -0.3710
C 3.4347 3.0184 -0.9731
C 4.1426 2.8962 -2.1794
C 4.8108 3.9608 -2.7586
C 4.8151 5.2257 -2.1854
C 5.4555 6.4073 -2.8602
C 4.1891 5.3508 -0.9573
C 3.5636 4.2726 -0.3484
N 3.1664 4.4634 1.0064
C 3.8415 5.1865 1.9221
C 3.1133 5.1758 3.0894
C 1.9927 4.3987 2.7962
N 2.0380 3.9707 1.5377
C 3.0048 -0.2306 0.4303
C 3.1758 -1.5954 0.2533
N 2.8727 0.2460 1.7633
C 3.6280 -0.0978 2.8187
C 3.0955 0.5128 3.9311
C 1.9953 1.2217 3.4510
N 1.8626 1.0598 2.1353
H 3.2536 -3.9103 -2.2206
H 4.5979 -3.8545 -1.0850
H 2.9652 -4.1933 -0.4996
H 3.1904 -1.6610 -3.1004
H 2.7331 0.7033 -2.7704
H 4.1867 1.9464 -2.6809
H 5.3245 3.7995 -3.6994
H 6.0892 6.0871 -3.6867
H 4.7010 7.0853 -3.2641
H 6.0722 6.9790 -2.1650
H 4.1799 6.3099 -0.4526
H 4.7895 5.6307 1.6768
H 3.3636 5.6515 4.0205
H 1.1656 4.1184 3.4265
H 3.1789 -2.2399 1.1250
H 4.4777 -0.7455 2.6903
H 3.4492 0.4528 4.9445
H 1.2967 1.8298 3.9992
Se -0.3543 0.4381 -0.5243
Se -1.2028 1.1154 -2.6209
Te 0.4984 2.8445 -3.2233
Se 0.1009 4.1523 -1.1336
C -4.2675 -1.7552 3.0001
As -3.0077 -3.2213 2.9562
C -3.9932 -4.6576 2.1249
C -2.8462 -3.7664 4.8033
S -1.1888 -2.8163 2.0380
H -5.0591 -1.9689 3.7179
H -4.6939 -1.6285 2.0066
H -3.7399 -0.8465 3.2796
H -4.9073 -4.8687 2.6791
H -3.3570 -5.5400 2.0934
H -4.2368 -4.3580 1.1073
H -3.8179 -4.0642 5.1962
H -2.4513 -2.9340 5.3831
H -2.1469 -4.5986 4.8528
C -1.3504 1.0128 5.5404
C -1.2048 0.2690 4.3783
C -1.0285 0.8926 3.1516
C -0.9515 2.2819 3.0787
C -1.1418 3.0301 4.2455
C -1.3359 2.4001 5.4645
N -0.6310 2.9347 1.8598
C -1.4899 4.0478 1.5661
C -2.7707 3.7686 1.0974
C -3.6289 4.8019 0.7685
C -3.2185 6.1234 0.9038
C -1.9453 6.4016 1.3720
C -1.0803 5.3668 1.7082
H -1.4804 0.5210 6.4960
H -1.2027 -0.8135 4.4038
H -0.9271 0.2906 2.2571
H -1.1376 4.1122 4.1879
H -1.4703 2.9960 6.3586
H -3.0600 2.7330 0.9618
H -4.6167 4.5782 0.3864
H -3.8871 6.9303 0.6340
H -1.6156 7.4282 1.4695
H -0.0774 5.5824 2.0509
C 0.8172 -6.6527 -5.2885
Si 0.2183 -5.0084 -4.6072
C 1.4092 -3.6592 -5.1327
C -1.4924 -4.6387 -5.2647
C 0.1602 -5.1059 -2.7366
Te -0.3904 -3.2399 -1.7958
C -2.3985 -3.8685 -1.3732
Si -3.8138 -2.6708 -1.6813
C -3.8307 -1.2945 -0.4128
C -5.3967 -3.6738 -1.4907
C -3.7672 -1.9523 -3.4056
H 0.8718 -6.6353 -6.3795
H 0.1464 -7.4659 -5.0020
H 1.8132 -6.8935 -4.9096
H 1.3310 -3.4738 -6.2066
H 2.4455 -3.9348 -4.9208
H 1.1839 -2.7220 -4.6186
H -1.4927 -4.5980 -6.3563
H -1.8418 -3.6746 -4.8916
H -2.2102 -5.4038 -4.9581
H 1.1213 -5.4079 -2.3171
H -0.5725 -5.8387 -2.3924
H -2.4045 -4.1916 -0.3299
H -2.5550 -4.7509 -1.9996
H -3.4417 -1.6338 0.5505
H -4.8467 -0.9142 -0.2752
H -3.2044 -0.4553 -0.7151
H -5.5135 -4.0677 -0.4779
H -5.4098 -4.5224 -2.1786
H -6.2738 -3.0581 -1.7045
H -2.8046 -1.4772 -3.6079
H -4.5436 -1.1893 -3.5064
H -3.9445 -2.7131 -4.1685
```

Results
HOMO level (spin up / spin down): -6.67 / -6.72 eV
relative energy (zero: lowest compared OMol25 entry of this formula, charge and spin): 0.0000 eV
total charge: 0
spin multiplicity: 3

=====

Record 5
ORCA calculation (ωB97M-V with the def2-TZVPD basis set) on a structure of composition CH3N4P.

```
9
CH3N4P (ωB97M-V with the def2-TZVPD basis set)
C 0.8193 1.2820 -0.0860
N 1.9647 0.8281 0.1559
N 2.0723 -0.5115 0.3186
N 0.9865 -1.1470 0.0461
N -1.6414 -0.8069 0.4672
P -0.2832 -0.2022 -0.5226
H 0.7213 2.2076 -0.5384
H -2.6052 0.0111 0.0947
H -2.0343 -1.6610 0.0644
```

Results
HOMO level: -9.40 eV
relative energy (zero: lowest compared OMol25 entry of this formula, charge and spin): 1.1954 eV
total charge: 0
spin multiplicity: 1

=====

Record 6
ORCA calculation (ωB97M-V with the def2-TZVPD basis set) on the molecule C7H14N2.

```
23
C7H14N2 (ωB97M-V with the def2-TZVPD basis set)
C 1.0228 0.7611 -0.0078
C -0.9470 -0.0105 1.3747
C -0.3085 -0.5868 -0.8978
C -1.5124 -0.5175 0.0435
C 2.1111 0.6746 -1.0499
C -1.2627 1.4250 1.7797
C 0.1819 -1.9381 -1.3269
N 1.5607 0.4286 1.2966
N 0.5459 -0.4054 1.1248
H 0.3312 1.5954 -0.0748
H -1.1899 -0.6736 2.2081
H -0.3662 0.1081 -1.7337
H -1.9541 -1.5107 0.1512
H -2.2880 0.1486 -0.3396
H 1.7331 0.8754 -2.0554
H 2.8678 1.4215 -0.7967
H 2.5954 -0.2991 -1.0257
H -0.4120 1.8487 2.3202
H -1.4792 2.0651 0.9229
H -2.1307 1.4540 2.4413
H 0.2765 -2.6125 -0.4770
H -0.5229 -2.3770 -2.0463
H 1.1474 -1.8747 -1.8315
```

Results
HOMO level: -6.85 eV
relative energy (zero: lowest compared OMol25 entry of this formula, charge and spin): 6.3496 eV
total charge: 0
spin multiplicity: 1